22
Properties=species:S:1:pos:R:3:mulliken_charge:R:1 method="wB97M-V/def2-TZVPD" relative_energy_ev=2.361 gap_ev=9.687 e_tot_ev=-10542.255 smiles="C=CC(=C)CC.O.O"
O 0.977 3.885 -0.427 -0.622
O -2.039 1.751 1.309 -0.617
C 0.490 -1.193 -0.228 0.477
C 0.756 -1.821 1.128 -0.504
C -0.899 -1.390 -2.381 -1.360
C 0.514 -1.269 2.319 -0.653
C 1.150 -0.050 -0.431 -0.848
C -0.566 -1.863 -0.985 -0.101
H -1.353 -0.394 -2.393 0.306
H 1.177 0.377 -1.430 0.202
H 1.385 -2.707 1.083 0.292
H 1.643 3.317 -0.811 0.311
H -1.123 2.026 1.082 0.324
H -2.544 2.536 1.246 0.286
H 1.161 4.814 -0.700 0.315
H 0.140 -0.253 2.365 0.193
H -0.366 -2.950 -0.957 0.334
H -1.551 -2.020 -2.971 0.388
H 1.725 0.481 0.312 0.386
H 0.034 -1.256 -2.944 0.313
H 0.742 -1.767 3.250 0.290
H -1.512 -1.918 -0.422 0.286